(1)
DFT (ωB97M-V/def2-TZVPD) results for a molecular structure, C20H14IrN3O2Se2 in a non-equilibrium geometry.

Results
Total charge: +2
Frontier orbital gap (alpha / beta) (eV): 5.7 / 5.8

Each line ends with the natural charge from an NBO analysis.
Atoms and positions in Å:
Ir: 0.895 1.229 0.820  1.323
Se: 0.193 -1.594 2.295  0.270
Se: -0.064 0.297 3.648  0.312
C: -1.424 1.269 2.615  0.033
C: -2.778 1.192 2.868  -0.234
C: -3.633 1.973 2.096  -0.086
C: -3.087 2.829 1.150  -0.207
C: -1.712 2.838 0.957  0.085
N: -0.900 2.039 1.653  -0.577
C: 2.104 -1.438 1.942  0.042
C: 2.964 -2.509 2.089  -0.236
C: 4.313 -2.296 1.831  -0.086
C: 4.741 -1.026 1.474  -0.215
C: 3.801 -0.013 1.341  0.077
N: 2.507 -0.231 1.552  -0.496
H: -3.151 0.533 3.636  0.270
H: -4.700 1.920 2.245  0.264
H: -3.710 3.482 0.560  0.269
H: -1.248 3.500 0.237  0.243
H: 2.589 -3.476 2.389  0.265
H: 5.016 -3.110 1.921  0.261
H: 5.782 -0.812 1.295  0.267
H: 4.085 0.989 1.052  0.251
O: 3.373 1.280 -2.543  -0.503
C: 2.470 1.250 -1.753  0.750
O: 2.379 1.784 -0.609  -0.628
C: 1.203 0.433 -2.137  0.134
C: 1.083 -0.046 -3.442  -0.227
C: -0.075 -0.700 -3.784  -0.055
C: -1.100 -0.855 -2.831  -0.113
C: -2.345 -1.452 -3.127  -0.135
C: -3.323 -1.550 -2.175  -0.188
C: -3.085 -1.079 -0.873  -0.143
C: -1.886 -0.505 -0.546  -0.258
C: -0.873 -0.360 -1.508  0.228
N: 0.292 0.261 -1.206  -0.413
H: 1.898 0.133 -4.125  0.283
H: -0.216 -1.079 -4.786  0.252
H: -2.518 -1.811 -4.130  0.244
H: -4.279 -1.988 -2.416  0.248
H: -3.864 -1.161 -0.132  0.231
H: -1.718 -0.139 0.456  0.197

***

(2)
DFT (ωB97M-V/def2-TZVPD) results for a molecular structure, C20H15BBr2ClF2N3PtS.

Results
2S+1: 3
Total charge: 0
Frontier orbital gap (alpha / beta) (eV): 5.9 / 8.3

Each line ends with the natural charge from an NBO analysis.
Atoms and positions in Å:
Pt: -0.344 1.117 -0.546  0.799
Br: 6.369 1.161 0.245  0.067
C: 4.494 1.206 0.015  -0.053
C: 3.972 1.341 -1.287  -0.345
C: 2.605 1.377 -1.398  0.078
N: 1.771 1.276 -0.356  -0.563
C: 2.271 1.142 0.917  0.193
C: 3.681 1.115 1.100  -0.278
C: 1.330 1.037 1.969  0.070
C: 1.676 0.921 3.345  -0.257
C: 0.689 0.861 4.275  -0.056
Br: 1.136 0.708 6.105  0.065
C: -0.676 0.918 3.914  -0.360
C: -0.950 1.021 2.573  0.076
N: -0.005 1.063 1.629  -0.528
H: 4.610 1.425 -2.154  0.235
H: 2.138 1.504 -2.367  0.209
H: 4.105 1.023 2.089  0.227
H: 2.711 0.887 3.652  0.229
H: -1.464 0.885 4.650  0.237
H: -1.974 1.067 2.221  0.208
Cl: -1.193 0.605 -3.498  -0.013
C: -2.213 -0.610 -2.751  0.057
C: -2.439 -1.793 -3.429  -0.267
C: -3.162 -2.800 -2.805  -0.224
C: -3.637 -2.600 -1.518  -0.204
C: -3.408 -1.394 -0.865  -0.206
C: -2.693 -0.359 -1.464  -0.087
C: -2.405 0.936 -0.767  -0.704
H: -2.046 -1.927 -4.430  0.226
H: -3.350 -3.731 -3.327  0.219
H: -4.195 -3.382 -1.017  0.216
H: -3.791 -1.244 0.139  0.213
H: -2.917 0.978 0.193  0.201
H: -2.783 1.759 -1.373  0.220
F: -1.626 3.808 -0.222  -0.513
B: -0.599 3.099 -0.693  1.057
F: 0.379 3.837 -1.246  -0.518
S: 1.140 -3.386 -1.102  0.477
C: 0.665 -3.150 0.523  -0.444
C: 0.139 -1.912 0.670  -0.037
N: 0.120 -1.156 -0.483  -0.527
C: 0.619 -1.813 -1.489  -0.129
H: 0.792 -3.919 1.268  0.256
H: -0.244 -1.490 1.588  0.236
H: 0.703 -1.414 -2.492  0.243

***

(3)
DFT (ωB97M-V/def2-TZVPD) results for 2 unconnected molecules or ions with the total composition C20H15Cl2N3O2 in a non-equilibrium geometry.

Results
Structure (SMILES): N#CC1=C(C#N)C(=O)C(Cl)=C(Cl)C1=O.CN(C1=CCCC1)c1ccccc1
Total charge: 0
Frontier orbital gap (eV): 4.6

Each line ends with the natural charge from an NBO analysis.
Atoms and positions in Å:
N: -1.369 -2.701 3.238  -0.233
C: -0.415 -2.133 2.857  0.256
C: 0.776 -1.431 2.534  -0.086
C: 0.786 -0.060 2.529  -0.169
C: -0.409 0.667 2.303  0.280
N: -1.391 1.265 2.067  -0.251
C: 2.033 0.719 2.574  0.490
O: 2.048 1.895 2.211  -0.450
C: 3.247 -0.032 2.986  -0.116
Cl: 4.628 0.891 3.334  0.119
C: 3.257 -1.397 2.998  -0.129
Cl: 4.662 -2.286 3.350  0.115
C: 2.035 -2.195 2.694  0.486
O: 2.041 -3.417 2.577  -0.433
C: 1.593 -0.219 -1.377  -0.396
N: 0.211 0.208 -1.199  -0.458
C: -0.657 -0.646 -0.629  0.263
C: -0.386 -1.870 -0.071  -0.360
C: -1.594 -2.739 -0.049  -0.413
C: -2.771 -1.768 -0.359  -0.397
C: -2.159 -0.401 -0.715  -0.460
C: -0.198 1.444 -1.805  0.232
C: -0.271 1.552 -3.201  -0.260
C: -0.745 2.729 -3.785  -0.196
C: -1.067 3.831 -2.984  -0.216
C: -0.941 3.742 -1.594  -0.200
C: -0.516 2.550 -1.005  -0.242
H: 2.139 0.600 -1.852  0.221
H: 2.048 -0.443 -0.401  0.185
H: 1.656 -1.113 -2.014  0.203
H: 0.615 -2.250 0.105  0.205
H: -1.538 -3.492 -0.849  0.198
H: -1.758 -3.273 0.890  0.218
H: -3.379 -2.147 -1.186  0.207
H: -3.413 -1.671 0.522  0.214
H: -2.448 0.366 0.021  0.241
H: -2.471 -0.051 -1.711  0.218
H: 0.008 0.689 -3.811  0.220
H: -0.863 2.781 -4.869  0.217
H: -1.418 4.759 -3.444  0.218
H: -1.180 4.597 -0.959  0.222
H: -0.425 2.454 0.079  0.238

***

(4)
DFT (ωB97M-V/def2-TZVPD) results for a molecular structure, C20H15CsI2N4O5.

Results
Total charge: 0
Frontier orbital gap (eV): 5.9

Each line ends with the natural charge from an NBO analysis.
Atoms and positions in Å:
Cs: -0.319 -0.164 1.472  0.956
O: -1.650 4.042 -1.606  -0.673
C: -1.257 3.171 -0.666  0.768
O: -1.538 2.004 -0.682  -0.577
C: -0.398 3.808 0.389  0.067
C: 0.061 5.114 0.293  -0.196
C: 0.919 5.574 1.280  -0.164
C: 1.295 4.716 2.300  -0.205
C: 0.760 3.431 2.310  0.083
N: -0.079 2.995 1.387  -0.377
C: 1.106 2.434 3.392  0.781
O: 2.382 2.477 3.803  -0.677
O: 0.304 1.686 3.877  -0.562
H: -2.177 3.547 -2.252  0.508
H: -0.241 5.740 -0.534  0.245
H: 1.300 6.585 1.248  0.231
H: 1.977 5.030 3.078  0.238
H: 2.936 2.696 3.032  0.515
I: 2.325 -4.019 -2.180  0.097
C: 0.435 -4.360 -1.365  -0.310
C: -0.218 -5.567 -1.629  -0.226
C: -1.460 -5.820 -1.113  -0.208
I: -2.369 -7.647 -1.569  0.110
C: -2.096 -4.857 -0.289  -0.114
C: -3.374 -5.032 0.290  -0.138
C: -3.909 -4.057 1.081  -0.265
C: -3.160 -2.892 1.306  0.030
N: -1.974 -2.685 0.788  -0.448
C: -1.428 -3.634 -0.014  0.070
C: -0.110 -3.334 -0.582  0.453
O: 0.475 -2.227 -0.367  -0.856
H: 0.271 -6.303 -2.253  0.231
H: -3.917 -5.947 0.099  0.225
H: -4.885 -4.171 1.533  0.218
H: -3.560 -2.107 1.943  0.177
C: 2.067 1.645 -1.139  -0.660
C: 2.503 0.824 0.026  0.346
N: 2.884 1.289 1.203  -0.560
C: 3.192 0.175 1.958  -0.134
C: 2.984 -0.954 1.228  -0.095
N: 2.556 -0.528 -0.002  -0.534
H: 2.053 2.694 -0.848  0.228
H: 1.072 1.348 -1.479  0.232
H: 2.753 1.529 -1.978  0.236
H: 3.540 0.256 2.974  0.219
H: 3.073 -2.000 1.460  0.237
H: 2.097 -1.159 -0.663  0.479

***

(5)
DFT (ωB97M-V/def2-TZVPD) results for a single C20H15F3O molecule in a non-equilibrium geometry.

Results
Structure (SMILES): FC(F)(F)c1ccccc1OC(c1ccccc1)c1ccccc1
Total charge: 0
Frontier orbital gap (eV): 9.5

Each line ends with the natural charge from an NBO analysis.
Atoms and positions in Å:
F: 0.121 4.086 0.142  -0.330
C: 0.023 2.725 0.042  0.986
F: 1.123 2.193 0.669  -0.331
F: -1.075 2.343 0.747  -0.316
C: -0.010 2.291 -1.384  -0.230
C: 0.315 3.176 -2.393  -0.151
C: 0.271 2.763 -3.721  -0.252
C: 0.008 1.419 -4.017  -0.167
C: -0.215 0.496 -2.991  -0.325
C: -0.177 0.912 -1.656  0.427
O: -0.206 0.110 -0.565  -0.507
C: -0.221 -1.304 -0.724  0.063
C: 1.147 -1.722 -1.170  -0.076
C: 1.288 -2.395 -2.387  -0.209
C: 2.561 -2.613 -2.914  -0.198
C: 3.688 -2.246 -2.177  -0.214
C: 3.546 -1.672 -0.910  -0.222
C: 2.268 -1.385 -0.415  -0.147
C: -0.729 -1.879 0.580  -0.038
C: -2.101 -2.096 0.723  -0.187
C: -2.640 -2.471 1.960  -0.210
C: -1.797 -2.665 3.068  -0.205
C: -0.419 -2.594 2.885  -0.209
C: 0.114 -2.266 1.630  -0.193
H: 0.592 4.195 -2.139  0.234
H: 0.451 3.485 -4.516  0.219
H: 0.009 1.088 -5.053  0.218
H: -0.405 -0.548 -3.257  0.224
H: -0.978 -1.511 -1.488  0.187
H: 0.379 -2.720 -2.902  0.210
H: 2.659 -3.083 -3.894  0.216
H: 4.680 -2.383 -2.597  0.217
H: 4.409 -1.437 -0.292  0.217
H: 2.146 -0.917 0.564  0.218
H: -2.746 -2.002 -0.155  0.211
H: -3.712 -2.607 2.069  0.216
H: -2.219 -2.826 4.062  0.217
H: 0.256 -2.800 3.720  0.216
H: 1.185 -2.367 1.483  0.220